No. 1
The following is a quantum chemistry calculation of a single C4H8O2 molecule, from the OMol25 dataset.

Geometry as ORCA input:
```
! wB97M-V def2-TZVPD RIJCOSX def2/J DEFGRID3
* xyz 0 1
C -1.993 -0.325 0.732
C -1.114 -0.267 -0.502
O 0.200 -0.667 -0.089
C 1.200 -0.040 -0.751
C 2.233 0.466 0.220
O 1.195 0.160 -1.939
H -2.267 -1.347 1.004
H -1.446 0.116 1.572
H -2.908 0.253 0.574
H -1.470 -0.888 -1.328
H -1.042 0.763 -0.866
H 1.723 0.691 1.159
H 2.686 1.367 -0.199
H 3.005 -0.283 0.414
*
```

As for the molar mass: 88.11 g mol⁻¹. The calculation puts the frontier orbital gap at 11.374 eV. As for the SMILES: CCOC(C)=O. The HOMO energy is -10.42 eV.

Löwdin population analysis, charges in e, atoms 1 to 6: -0.0686, -0.2287, -0.0437, -0.5413, 0.0209, 0.1126



No. 2
The following is a quantum chemistry calculation of a single C4H8O2 molecule, from the OMol25 dataset.

Geometry as ORCA input:
```
! wB97M-V def2-TZVPD RIJCOSX def2/J DEFGRID3
* xyz 0 1
C -1.359 0.291 -0.178
C -0.775 -1.113 -0.119
O 0.329 -1.155 0.759
C 1.310 -0.305 0.206
C 0.811 1.132 0.161
O -0.376 1.216 -0.609
H -2.165 0.326 -0.918
H -1.764 0.587 0.803
H -1.497 -1.858 0.223
H -0.411 -1.361 -1.132
H 2.220 -0.419 0.799
H 1.484 -0.624 -0.837
H 0.641 1.517 1.180
H 1.551 1.766 -0.337
*
```

As for the molar mass: 88.11 g mol⁻¹. The calculation puts the frontier orbital gap at 10.499 eV. As for the SMILES: C1COCCO1. The HOMO energy is -9.38 eV.

Löwdin population analysis, charges in e, atoms 1 to 6: -0.1860, -0.1994, -0.1270, -0.1993, -0.1859, -0.1351



No. 3
The following is a quantum chemistry calculation of a single C4H8O2 molecule, from the OMol25 dataset.

Geometry as ORCA input:
```
! wB97M-V def2-TZVPD RIJCOSX def2/J DEFGRID3
* xyz 0 1
C -0.784 1.057 -0.966
C -0.356 0.713 0.452
O -1.077 -0.329 1.145
C -0.014 -1.262 0.954
C 0.925 -0.185 0.406
O 1.594 -0.464 -0.800
H -0.923 0.154 -1.572
H -1.698 1.647 -1.001
H 0.020 1.623 -1.459
H -0.416 1.582 1.128
H -0.311 -2.004 0.200
H 0.312 -1.769 1.867
H 1.719 0.157 1.071
H 1.011 -0.919 -1.424
*
```

As for the molar mass: 88.11 g mol⁻¹. The calculation puts the frontier orbital gap at 10.633 eV. As for the SMILES: C[C@H]1OC[C@H]1O. The HOMO energy is -9.75 eV.

Löwdin population analysis, charges in e, atoms 1 to 6: -0.0371, -0.3034, -0.0889, -0.1321, -0.2980, -0.0229



No. 4
The following is a quantum chemistry calculation of a single C4H8O2 molecule, from the OMol25 dataset.

Geometry as ORCA input:
```
! wB97M-V def2-TZVPD RIJCOSX def2/J DEFGRID3
* xyz 0 1
C 1.885 0.392 -0.587
O 0.506 0.717 -0.736
C -0.367 0.371 0.328
C -0.638 -1.149 0.314
C -1.774 0.787 0.109
O -2.628 0.690 0.961
H 2.401 0.751 -1.486
H 2.078 -0.689 -0.510
H 2.344 0.888 0.282
H 0.035 0.714 1.296
H 0.332 -1.409 0.669
H -1.385 -1.541 1.017
H -0.821 -1.524 -0.705
H -1.969 1.003 -0.951
*
```

As for the molar mass: 88.11 g mol⁻¹. The calculation puts the frontier orbital gap at 10.602 eV. As for the SMILES: CO[C@H](C)C=O. The HOMO energy is -9.67 eV.

Löwdin population analysis, charges in e, atoms 1 to 6: -0.0932, -0.1620, -0.3690, -0.0235, -0.2393, 0.0518



No. 5
The following is a quantum chemistry calculation of a single C4H8O2 molecule, from the OMol25 dataset.

Geometry as ORCA input:
```
! wB97M-V def2-TZVPD RIJCOSX def2/J DEFGRID3
* xyz 0 1
C 1.850 0.391 -0.049
C 0.849 -0.591 0.484
O -0.215 -0.168 1.320
C -0.535 -0.721 0.027
C -1.385 0.284 -0.716
O -2.504 0.473 0.125
H 1.381 1.256 -0.523
H 2.459 -0.132 -0.793
H 2.510 0.741 0.749
H 1.289 -1.509 0.878
H -0.984 -1.716 0.055
H -1.754 -0.087 -1.678
H -0.853 1.231 -0.888
H -2.109 0.549 1.009
*
```

As for the molar mass: 88.11 g mol⁻¹. The calculation puts the frontier orbital gap at 11.303 eV. As for the SMILES: C[C@H]1O[C@H]1CO. The HOMO energy is -10.26 eV.

Löwdin population analysis, charges in e, atoms 1 to 6: -0.0311, -0.3084, -0.0317, -0.2233, -0.2115, -0.0565



No. 6
The following is a quantum chemistry calculation of 2 unconnected molecules or ions with the total composition C4H8O2, from the OMol25 dataset.

Geometry as ORCA input:
```
! wB97M-V def2-TZVPD RIJCOSX def2/J DEFGRID3
* xyz 0 1
C 1.668 -0.591 1.446
O 1.103 0.572 1.330
C 1.033 1.348 0.293
C -0.655 -0.679 -1.054
O -0.246 -0.744 -2.191
C -2.019 -0.158 -0.683
H 1.605 -1.032 2.429
H -0.035 -1.055 -0.205
H 2.298 -0.962 0.643
H 0.528 2.286 0.463
H 1.584 1.092 -0.606
H -2.422 0.426 -1.515
H -1.956 0.450 0.226
H -2.695 -0.998 -0.477
*
```

As for the molar mass: 88.11 g mol⁻¹. The calculation puts the frontier orbital gap (alpha / beta) at 8.281 / 8.321 eV. The HOMO energy (alpha / beta) is -7.79 / -7.78 eV.

Löwdin population analysis, charges in e, atoms 1 to 6: -0.0571, -0.1586, -0.0555, -0.3467, 0.0281, -0.0507



No. 7
The following is a quantum chemistry calculation of 2 unconnected molecules or ions with the total composition C4H8O2, from the OMol25 dataset.

Geometry as ORCA input:
```
! wB97M-V def2-TZVPD RIJCOSX def2/J DEFGRID3
* xyz 0 1
C 1.460 0.037 -1.786
O 1.936 -0.527 -0.712
C 2.001 -0.057 0.491
C -1.096 0.468 0.424
O -0.839 1.542 0.918
C -2.254 -0.403 0.836
H 1.563 -0.546 -2.688
H -0.480 0.061 -0.412
H 1.203 1.091 -1.756
H 2.436 -0.721 1.223
H 1.665 0.956 0.684
H -2.853 0.083 1.610
H -1.868 -1.360 1.208
H -2.874 -0.625 -0.040
*
```

As for the molar mass: 88.11 g mol⁻¹. The calculation puts the frontier orbital gap (alpha / beta) at 8.351 / 8.253 eV. The HOMO energy (alpha / beta) is -7.61 / -7.55 eV.

Löwdin population analysis, charges in e, atoms 1 to 6: -0.0654, -0.1560, -0.0472, -0.3270, 0.0265, -0.0481



No. 8
The following is a quantum chemistry calculation of a single C4H8O2 molecule, from the OMol25 dataset.

Geometry as ORCA input:
```
! wB97M-V def2-TZVPD RIJCOSX def2/J DEFGRID3
* xyz 0 1
C -0.819 0.451 -1.174
C -0.022 0.832 0.062
O -0.862 1.654 0.851
C 0.430 -0.422 0.837
C 1.627 -1.030 0.155
O 1.376 -2.231 -0.291
H -1.756 -0.029 -0.870
H -0.254 -0.244 -1.805
H -1.066 1.339 -1.761
H -0.321 2.057 1.541
H 0.760 -0.113 1.838
H -0.435 -1.106 0.960
H 0.882 1.381 -0.241
H 0.459 -2.538 -0.103
*
```

As for the molar mass: 88.11 g mol⁻¹. The calculation puts the frontier orbital gap at 9.561 eV. The HOMO energy is -8.74 eV.

Löwdin population analysis, charges in e, atoms 1 to 6: -0.0456, -0.4720, -0.0405, -0.1978, -0.0884, 0.0114



No. 9
The following is a quantum chemistry calculation of a single C4H8O2 molecule, from the OMol25 dataset.

Geometry as ORCA input:
```
! wB97M-V def2-TZVPD RIJCOSX def2/J DEFGRID3
* xyz 0 1
O -1.093 0.805 -1.337
C 0.153 0.305 -1.026
C 0.334 -1.167 -0.663
C -0.080 -0.928 0.783
C 0.312 0.531 0.697
O -0.658 1.371 1.249
H -1.416 1.128 -0.474
H 0.881 0.670 -1.801
H 1.401 -1.416 -0.700
H -0.229 -1.891 -1.247
H 0.304 -1.604 1.550
H -1.175 -0.922 0.852
H 1.194 0.947 0.262
H -0.295 2.219 1.527
*
```

As for the molar mass: 88.11 g mol⁻¹. The calculation puts the frontier orbital gap at 9.371 eV. As for the SMILES: O[C@@H]1CC[C@@H]1O. The HOMO energy is -8.63 eV.

Löwdin population analysis, charges in e, atoms 1 to 6: -0.0266, -0.3187, -0.1434, -0.1357, -0.2809, -0.0133